ORCA calculation (ωB97M-V/def2-TZVPD) on a structure of composition C24H40F4O16 in a non-equilibrium geometry.

## Properties
Gap between HOMO and LUMO = 8.51 eV
E_LUMO = -0.009 Eh

The geometry in ORCA input format:
```
! RIJCOSX wB97M-V def2-TZVPD def2/J DEFGRID3
* xyz 0 1
C -0.008 -1.085 -1.542
C 0.279 0.289 -1.034
O 1.561 0.306 -0.590
C 1.976 -1.020 -0.411
O 2.903 -1.389 0.168
O 1.075 -1.846 -0.971
F -0.602 0.522 -0.062
H -0.160 -1.133 -2.620
H -1.025 -1.305 -1.217
H 0.087 1.088 -1.749
C 1.588 2.573 -4.574
C 1.459 1.629 -5.707
O 1.095 0.509 -4.978
C 0.501 0.883 -3.811
O -0.152 0.146 -3.068
O 0.706 2.176 -3.631
F 2.596 1.301 -6.281
H 1.563 3.643 -4.780
H 2.604 2.377 -4.232
H 0.665 1.871 -6.414
C -0.641 -0.549 1.955
C -0.920 -1.385 3.188
O -0.604 -0.452 4.178
C -1.017 0.714 3.790
O -1.280 1.633 4.527
O -1.111 0.772 2.463
F -0.121 -2.418 3.297
H -1.119 -0.829 1.016
H 0.400 -0.548 1.631
H -1.949 -1.736 3.112
C 3.111 1.456 -0.149
C 2.313 2.701 -0.302
O 3.300 3.635 -0.691
C 4.529 3.247 -0.305
O 5.497 3.891 -0.356
O 4.351 2.008 0.026
F 1.668 3.090 0.773
H 3.068 0.916 -1.095
H 2.814 0.866 0.719
H 1.566 2.510 -1.073
C -6.525 -3.727 -1.687
C -5.328 -3.626 -0.723
O -4.165 -3.259 -1.420
C -3.920 -1.813 -1.419
C -2.528 -1.546 -1.918
H -6.397 -3.085 -2.559
H -6.571 -4.724 -2.126
H -7.468 -3.444 -1.219
H -5.556 -2.910 0.067
H -5.149 -4.593 -0.253
H -4.671 -1.418 -2.104
H -4.168 -1.244 -0.523
H -1.831 -1.849 -1.137
H -2.342 -0.513 -2.211
H -2.381 -2.141 -2.819
C 6.145 -3.554 4.643
C 5.872 -2.158 3.991
O 4.620 -2.328 3.285
C 4.168 -1.104 2.685
C 2.869 -1.345 1.889
H 6.513 -4.233 3.873
H 6.866 -3.573 5.460
H 5.190 -3.943 4.997
H 5.645 -1.447 4.786
H 6.771 -1.869 3.447
H 4.088 -0.340 3.458
H 5.022 -0.726 2.124
H 2.851 -2.263 1.300
H 2.608 -0.501 1.250
H 2.075 -1.299 2.634
O -3.173 4.715 1.258
C -3.577 4.037 0.273
O -3.567 2.706 0.322
C -2.779 1.950 1.182
C -2.241 0.832 0.333
C -4.325 4.698 -0.897
H -3.300 1.568 2.059
H -2.043 2.647 1.585
H -1.710 0.059 0.889
H -1.554 1.143 -0.455
H -3.007 0.213 -0.133
H -5.393 4.751 -0.688
H -4.032 4.426 -1.911
H -4.164 5.771 -0.787
*
```

Results of the Löwdin charge analysis, in e, for atoms 1 through 5: atom 1 (C): -0.088, atom 2 (C): -0.319, atom 3 (O): 0.005, atom 4 (C): -0.508, atom 5 (O): 0.089

ORCA calculation (ωB97M-V/def2-TZVPD) on a cluster of 7 separate species, C24H40F5O18 in total in a non-equilibrium geometry.

## Properties
Relative energy (zero: lowest compared OMol25 entry of this formula, charge and spin) = 499.0 kJ/mol
Gap between HOMO and LUMO = 9.51 eV
E_LUMO = 0.081 Eh

The geometry in ORCA input format:
```
! RIJCOSX wB97M-V def2-TZVPD def2/J DEFGRID3
* xyz -1 1
F -0.505 -1.537 -0.086
C -3.449 -2.196 2.774
C -3.324 -3.098 1.555
O -4.609 -3.033 0.974
C -5.393 -2.232 1.745
O -6.637 -2.209 1.448
O -4.764 -1.690 2.752
F -2.997 -4.306 2.017
H -3.018 -1.243 2.600
H -3.028 -2.733 3.389
H -2.637 -2.451 0.820
C 0.477 -1.916 2.971
C 1.326 -2.998 2.267
O 0.700 -4.060 2.725
C -0.160 -4.007 3.634
O -0.789 -4.898 4.207
O -0.362 -2.564 3.894
F 2.644 -2.998 2.492
H -0.178 -1.418 2.116
H 1.144 -1.270 3.405
H 1.306 -2.739 1.273
C -1.525 -3.448 -2.594
C -1.294 -4.350 -1.353
O -1.081 -5.637 -1.876
C -1.165 -5.601 -3.273
O -0.882 -6.581 -3.994
O -1.426 -4.320 -3.694
F -2.464 -4.537 -0.708
H -0.924 -2.745 -2.892
H -2.431 -3.135 -2.594
H -0.523 -3.987 -0.584
C -3.062 -0.283 -1.639
C -1.922 0.485 -2.121
O -2.237 1.764 -1.518
C -3.390 1.998 -1.217
O -3.982 2.944 -0.868
O -4.004 0.810 -1.257
F -2.123 0.589 -3.519
H -2.885 -0.912 -0.801
H -3.668 -0.776 -2.556
H -1.128 -0.023 -1.805
C -3.259 1.221 4.115
O -2.088 0.912 3.376
C -1.790 1.993 2.486
C -0.525 1.539 1.733
O 0.460 1.619 2.435
C 1.669 1.734 1.751
C 2.888 1.823 2.711
O 2.814 2.830 3.894
C 3.975 2.652 4.623
H -2.791 1.916 4.776
H -3.483 0.169 4.644
H -3.985 1.654 3.493
H -1.649 2.979 2.883
H -2.696 1.934 1.982
H -0.377 2.295 0.964
H -0.703 0.551 1.186
H 1.631 2.655 1.100
H 1.854 0.934 1.266
H 3.661 2.043 2.097
H 3.175 0.803 3.086
H 3.875 1.669 5.227
H 3.838 3.390 5.443
H 4.970 2.848 4.283
C 4.222 4.702 -6.216
O 3.351 4.575 -5.115
C 2.490 3.400 -5.236
C 1.614 3.261 -3.978
O 2.230 2.627 -3.075
C 1.480 1.753 -2.212
C 2.301 0.586 -1.871
O 3.386 0.990 -0.966
C 4.301 -0.147 -0.583
H 3.644 4.436 -7.255
H 5.003 4.135 -6.105
H 4.681 5.708 -6.564
H 2.945 2.504 -5.409
H 1.819 3.609 -6.037
H 0.814 2.593 -4.190
H 1.102 4.170 -3.716
H 0.665 1.250 -2.514
H 1.126 2.265 -1.273
H 2.535 -0.091 -2.440
H 1.642 -0.187 -1.264
H 4.468 -0.731 -1.446
H 3.885 -0.703 0.096
H 5.207 0.439 -0.271
*
```

Results of the Löwdin charge analysis, in e, for atoms 1 through 5: atom 1 (F): -0.558, atom 2 (C): -0.042, atom 3 (C): -0.333, atom 4 (O): 0.121, atom 5 (C): -0.496